No. 1
17
Properties=species:S:1:pos:R:3:forces:R:3 method="wB97M-V/def2-TZVPD" relative_energy_kcal_mol=5.0 spin_multiplicity=3 homo_lumo_gap_ev="6.913 / 8.654" mol_weight_g_mol=90.222 total_charge=+1
C 0.876484 1.349299 0.209226 0.4 -1.4 1.2
C 2.207252 -0.821415 0.165336 -0.8 1.3 -0.3
C -0.220733 -0.646126 -0.532814 3.0 -2.9 -0.7
N 0.858633 -0.134061 0.291400 0.5 0.6 0.7
Si -3.363903 -0.037543 0.047708 -1.1 -1.5 -1.8
H 1.483705 1.796578 0.942365 0.5 0.3 1.4
H 1.290025 1.629743 -0.668338 1.0 0.8 -3.2
H -0.121102 1.605954 0.272281 -1.9 1.1 0.2
H 2.062062 -1.807904 -0.144039 -0.3 -1.9 0.6
H 2.780079 -0.458805 -0.633446 0.3 1.3 -1.5
H 2.784951 -0.566557 1.017735 0.3 -0.5 1.1
H 0.001324 -1.735899 -0.687068 -1.3 0.7 0.6
H -0.154611 -0.174544 -1.463814 -0.9 1.2 -1.3
H 0.580846 -0.279593 1.242448 -0.2 -0.6 1.0
H -3.015729 1.006936 0.870453 0.5 1.7 1.2
H -3.858053 -1.300465 0.464367 -0.3 -0.7 0.9
H -3.403728 -0.089197 -1.416249 0.3 0.6 -0.1



No. 2
6
Properties=species:S:1:pos:R:3:forces:R:3 method="wB97M-V/def2-TZVPD" relative_energy_kcal_mol=218.6 homo_lumo_gap_ev="6.905 / 6.930" mol_weight_g_mol=153.919
C 0.534992 0.427519 -0.391032 -3.6 5.4 2.8
N -0.617267 -0.569380 0.022039 2.7 1.7 -2.0
O -1.715338 -0.248767 -0.211563 -2.1 0.7 0.0
O -0.257698 2.079467 0.328586 2.7 -4.7 -2.3
O -0.159578 -1.593086 0.363536 0.2 -3.3 1.6
Br 2.214890 -0.095751 -0.111568 0.1 0.1 -0.1



No. 3
16
Properties=species:S:1:pos:R:3:forces:R:3 method="wB97M-V/def2-TZVPD" relative_energy_kcal_mol=22.9 smiles="C1=CC2=CCCC2=C1" homo_lumo_gap_ev=8.413 mol_weight_g_mol=104.152
C 2.257104 -0.087620 -0.764468 0.7 0.6 -0.4
C 1.229046 0.330127 -1.564373 1.4 -0.3 -0.1
C 0.054254 0.227883 -0.764568 -1.3 0.7 -2.2
C -1.256446 0.464507 -0.885594 0.4 0.1 0.8
C -1.944053 0.177284 0.431370 0.0 -0.6 0.2
C -0.800321 -0.378890 1.399368 -0.3 1.0 -1.1
C 0.403437 -0.259192 0.491462 0.4 -0.8 3.3
C 1.734313 -0.442801 0.579538 0.1 -0.2 -0.1
H 3.328314 -0.056775 -1.066644 -1.0 -0.2 0.4
H 1.278506 0.659028 -2.584988 0.1 0.1 -0.1
H -1.731514 0.834819 -1.777262 -0.3 0.1 -0.1
H -2.456275 1.072656 0.832379 0.2 -0.5 -0.2
H -2.676668 -0.613430 0.242160 -0.3 0.2 0.3
H -0.717754 0.287781 2.272043 0.0 -0.5 -0.1
H -0.974572 -1.419415 1.689150 -0.1 0.3 0.2
H 2.272628 -0.795961 1.470429 -0.1 0.2 -0.7



No. 4
170
Properties=species:S:1:pos:R:3:forces:R:3 method="wB97M-V/def2-TZVPD" relative_energy_kcal_mol=0.0 homo_lumo_gap_ev=9.170 mol_weight_g_mol=1352.064
C -3.879127 -3.904491 1.156112 0.9 -1.9 -0.2
C -2.794559 -3.158973 1.933323 0.0 0.0 -0.9
C -3.387089 -2.899935 3.295493 0.4 1.4 -0.2
S -5.126938 -2.566187 2.918910 -0.7 0.7 2.2
O -5.540016 -1.187657 3.019632 0.6 0.5 -0.2
O -5.901213 -3.457078 3.754936 0.2 -0.6 -0.6
C -5.099857 -3.023460 1.225804 2.8 1.6 0.3
H -3.996348 -4.893833 1.643250 -0.3 0.3 -0.4
H -3.455160 -4.052139 0.162126 -0.6 -0.2 -0.3
H -2.559218 -2.285007 1.306871 -0.4 0.4 0.8
H -1.838698 -3.657604 1.968700 0.1 -0.7 0.2
H -2.891545 -1.995524 3.702786 -0.6 -0.7 0.4
H -3.395895 -3.786527 3.950117 0.2 0.5 -0.2
H -4.803656 -2.106444 0.697623 -0.4 0.1 0.1
H -6.089616 -3.208107 1.029635 -2.2 -1.4 -1.0
C 4.893736 2.998410 -0.435464 0.5 0.7 0.3
C 4.772099 2.932350 -1.953470 -1.7 -1.7 -0.2
C 3.538426 3.709638 -2.358936 0.7 0.9 -1.8
S 3.590494 5.150968 -1.335249 0.2 1.8 -1.3
O 2.261059 5.287825 -0.755114 0.8 0.3 0.1
O 4.202379 6.326405 -2.002628 -1.0 -1.6 0.8
C 4.845885 4.521709 -0.220286 -1.1 0.3 1.2
H 5.895119 2.670511 -0.125447 -0.3 -0.2 0.1
H 4.116375 2.481496 0.160050 0.2 0.2 -0.7
H 4.585535 1.932649 -2.372204 0.5 0.0 0.4
H 5.618644 3.372418 -2.422236 0.9 0.3 -0.3
H 2.613579 3.236535 -2.137080 -0.7 -0.7 0.3
H 3.556665 3.964240 -3.456675 -0.1 0.0 1.2
H 4.481062 4.862075 0.799166 1.1 -0.4 -1.0
H 5.746196 4.980088 -0.653391 -0.2 0.1 0.8
C 1.225388 7.569560 2.298054 -0.1 0.7 -0.5
C 0.205995 6.384306 2.123278 -0.7 1.1 0.4
C 0.960078 5.052820 1.985261 -1.9 0.5 2.1
S 2.269143 5.301078 3.109790 0.6 0.6 1.7
O 3.371940 4.387495 2.948001 0.4 0.0 -0.7
O 1.714484 5.338726 4.454821 0.0 0.4 -0.7
C 2.639926 7.003817 2.534913 -0.2 0.0 0.0
H 0.920924 8.278362 3.137668 0.3 -1.0 -1.2
H 1.247740 8.099974 1.312680 0.0 0.0 1.0
H -0.476663 6.650340 1.296625 0.5 -0.6 0.2
H -0.433023 6.384311 3.032196 0.4 -0.4 -0.5
H 1.315318 4.768108 1.062467 0.8 -0.2 -2.2
H 0.340597 4.240540 2.373348 0.2 -0.1 0.1
H 3.204347 6.922634 1.600778 -0.2 -0.3 0.0
H 3.256845 7.648820 3.180778 -0.3 -0.8 0.3
C 2.666323 -2.914252 -5.749195 1.4 0.0 2.3
C 3.639219 -1.696116 -5.554485 -2.3 -0.2 0.1
C 3.136116 -1.096815 -4.248458 0.9 -1.5 1.3
S 1.369044 -1.210169 -4.203684 -0.4 -0.9 -1.0
O 0.797921 0.013230 -4.669858 -0.5 0.8 -0.2
O 0.849662 -1.821454 -3.006301 0.2 0.0 0.7
C 1.267688 -2.478139 -5.478599 -0.2 1.2 -0.5
H 2.861834 -3.702694 -4.988487 0.5 0.3 -0.7
H 2.749560 -3.270061 -6.717325 0.2 -1.1 -1.8
H 3.459860 -0.990313 -6.357158 -0.1 0.2 -0.3
H 4.689950 -1.893175 -5.567699 0.5 -0.5 0.3
H 3.504727 -0.136028 -3.994312 -0.1 1.0 0.2
H 3.395460 -1.786768 -3.415282 0.2 0.4 -0.4
H 0.896593 -1.990131 -6.355115 -0.4 0.6 -0.5
H 0.568466 -3.251793 -5.241667 -0.2 -0.5 0.6
C 2.071329 -3.599215 3.443436 0.9 1.4 1.0
C 2.235717 -4.617019 4.604101 -0.4 -1.2 -0.7
C 1.268144 -4.273126 5.765620 -1.0 0.0 -1.8
S 0.940476 -2.533023 5.613911 0.2 0.8 -0.4
O 2.110200 -1.828235 6.084651 0.2 0.1 0.2
O -0.351920 -2.115263 6.140682 0.6 -0.6 -0.5
C 0.993383 -2.582809 3.817355 0.4 0.4 0.3
H 1.924722 -4.004228 2.469947 -0.6 -0.7 -0.5
H 2.997093 -3.016582 3.344472 0.0 -0.1 0.2
H 3.283575 -4.662104 4.879076 0.0 0.3 0.5
H 2.039787 -5.648962 4.219266 -0.2 0.8 0.4
H 1.624453 -4.427980 6.738272 0.5 -0.5 1.4
H 0.268845 -4.724484 5.610052 0.6 -0.1 0.2
H 1.210192 -1.579671 3.414204 -0.3 -0.4 0.3
H 0.015154 -2.931137 3.585853 -0.9 -0.2 -0.6
C -4.090696 2.964574 3.849296 -1.5 1.1 -0.3
C -4.067056 3.825211 2.543715 1.5 -0.3 -0.1
C -3.346615 2.991202 1.435506 -1.6 0.9 0.8
S -4.178826 1.467083 1.696240 -0.6 0.4 -1.8
O -3.472597 0.397514 1.026996 0.3 -0.5 0.4
O -5.553592 1.694043 1.251729 0.7 -0.3 1.0
C -3.985106 1.501832 3.491662 -0.2 -1.5 -0.7
H -5.001339 3.226825 4.433880 0.4 -0.5 -0.6
H -3.321528 3.294254 4.486504 1.4 0.1 0.7
H -3.633635 4.812934 2.678813 0.4 -0.1 0.2
H -5.031034 4.027638 2.179434 -1.5 0.0 -0.3
H -2.324960 2.795390 1.679490 0.9 0.2 -0.3
H -3.587665 3.352690 0.425286 0.6 -0.2 0.2
H -3.020597 0.959811 3.704612 -1.0 0.7 -0.1
H -4.839971 0.880768 3.763728 0.2 0.0 0.6
C -0.770638 -0.920437 -0.351260 0.0 0.2 -0.9
C 0.268640 -1.071898 0.742798 1.1 -0.9 -0.4
C 1.672184 -0.611272 0.259110 -0.5 -0.4 -1.3
S 1.292277 0.749859 -0.824703 1.3 0.6 0.0
O 2.185312 0.658936 -2.010239 -1.1 0.6 1.4
O 1.344847 1.972122 0.005348 -0.2 -0.9 -1.2
C -0.425791 0.346773 -1.205996 -0.3 -1.1 -1.0
H -1.756926 -0.946172 0.115469 0.0 0.8 -0.2
H -0.790015 -1.813281 -0.986371 0.4 0.3 -0.2
H 0.297099 -2.146293 0.972438 0.1 0.4 0.6
H -0.083930 -0.470233 1.554772 0.2 0.2 0.9
H 2.222742 -1.314773 -0.394939 -0.8 -0.1 0.3
H 2.416392 -0.238666 0.953766 -0.5 0.0 0.6
H -0.460750 0.052534 -2.288634 0.0 0.6 1.0
H -1.020437 1.243309 -1.024203 0.0 -0.1 0.2
C -6.750571 1.083465 -4.031981 0.7 0.8 0.1
C -6.276874 1.940874 -2.838787 1.3 1.0 -0.2
C -5.009354 1.269564 -2.153486 -0.6 1.2 -1.9
S -4.488032 0.001154 -3.365600 1.4 2.8 0.4
O -4.979599 -1.235106 -2.874075 -0.8 -1.8 0.2
O -3.075202 0.123770 -3.702954 -0.7 -0.3 0.1
C -5.483691 0.566753 -4.733802 -0.4 0.6 0.7
H -7.169505 1.797355 -4.730074 -0.9 -0.3 -0.1
H -7.396483 0.269881 -3.749808 -0.4 -0.2 -0.1
H -7.035124 2.278552 -2.068658 0.8 -0.5 -1.1
H -5.863469 2.848058 -3.419905 -0.6 -0.9 1.5
H -5.229685 0.817390 -1.209808 0.1 -0.4 0.5
H -4.255766 2.072402 -2.105641 0.1 -0.7 0.3
H -5.723101 -0.265191 -5.342269 0.0 -1.0 -0.7
H -4.977050 1.326970 -5.354532 0.0 -0.3 0.6
C -1.483815 5.376110 -3.475524 -0.1 0.2 1.0
S -1.506710 3.926938 -2.409665 -1.3 -0.2 1.0
O -2.923044 3.825804 -1.815731 1.4 0.1 -0.9
C -1.369388 2.766882 -3.777965 1.1 0.8 0.0
H -2.419725 5.367383 -4.038418 0.1 0.2 0.1
H -0.637910 5.230456 -4.137594 0.2 0.4 -0.1
H -1.368003 6.249614 -2.795139 -0.1 -0.5 -0.8
H -1.891620 3.274975 -4.586719 -0.3 -0.6 -0.2
H -1.783137 1.793824 -3.483956 0.4 0.3 -0.4
H -0.266143 2.816796 -4.038405 -1.2 -0.7 0.3
C 4.595015 1.755412 3.108079 0.2 -0.6 0.9
S 2.834074 1.341385 3.299642 0.6 0.1 0.8
O 2.825502 -0.130633 2.988559 0.0 0.0 0.0
C 2.728231 1.425808 5.128449 0.2 -0.6 -0.6
H 5.077642 0.975228 3.715005 0.0 0.0 -0.2
H 4.886669 2.721990 3.561002 -0.4 -0.4 -0.9
H 4.838039 1.539871 2.053910 0.0 0.7 0.5
H 3.511497 0.851890 5.641290 0.1 0.2 -0.5
H 1.808654 0.889954 5.328614 -0.3 0.1 0.2
H 2.684935 2.448326 5.462072 -0.1 0.4 0.0
C -0.758482 -6.173361 -0.634659 -1.8 1.1 -1.2
S -0.127264 -4.630131 -0.117843 0.4 0.3 0.2
O 0.176717 -4.875767 1.310883 0.5 0.3 0.9
C 1.326423 -4.752675 -1.179139 -0.2 0.4 1.3
H -1.254709 -5.950603 -1.599156 0.3 -0.7 0.3
H -1.463833 -6.457521 0.124222 -0.4 -0.3 0.2
H 0.062632 -6.814260 -0.723869 0.8 -1.3 -0.1
H 1.702087 -5.778802 -1.203639 0.0 0.3 -0.2
H 2.080450 -4.041336 -0.851487 0.1 0.0 0.0
H 0.835558 -4.372722 -2.043707 0.2 -0.1 -1.5
C 6.484245 -3.826616 1.708804 1.2 0.1 0.4
S 5.805775 -3.156238 0.110141 -0.6 -0.8 1.2
O 4.672446 -4.071570 -0.309584 0.9 0.9 0.4
C 5.012149 -1.658432 0.765448 0.4 0.5 -1.4
H 5.947828 -3.666537 2.664626 -0.4 0.0 -0.9
H 7.508485 -3.410019 1.904995 -0.8 0.0 -0.5
H 6.665474 -4.901415 1.558145 -0.4 0.3 -0.1
H 5.658052 -0.836604 1.081897 0.5 -0.3 -0.4
H 4.381008 -1.820142 1.590123 -1.0 -0.7 1.0
H 4.418778 -1.342251 -0.108247 0.2 0.1 0.4
C -2.436627 -3.219474 -3.142649 0.3 -0.6 -0.4
S -2.253095 -4.569190 -4.447642 0.4 0.5 0.6
O -0.839407 -5.070861 -4.302970 -0.4 0.2 0.1
C -3.340753 -5.876601 -3.798301 0.4 1.3 0.9
H -3.232099 -2.457728 -3.341407 0.8 -0.9 0.0
H -1.411195 -2.794599 -3.100222 -0.7 0.0 -0.3
H -2.596125 -3.734166 -2.195695 -0.2 0.1 0.1
H -3.105798 -6.160974 -2.751473 -0.1 0.4 -0.6
H -3.165300 -6.719756 -4.438886 -0.3 -0.3 -0.4
H -4.321396 -5.392559 -3.869368 -0.1 -0.7 0.0



| no. | electronic energy (hartree) |
| --- | --- |
| 1 | -465.25611 |
| 2 | -2892.20161 |
| 3 | -309.57731 |
| 4 | -8412.86991 |